Formula: C3FO3
Source: the Open Molecules 2025 dataset
Level of theory: ωB97M-V with the def2-TZVPD basis set

```
! RIJCOSX wB97M-V def2-TZVPD def2/J DEFGRID3
* xyz -1 1
F -2.32488 0.79336 -0.29494
O 1.86150 -1.03714 0.31455
O 0.52591 1.39780 0.12805
O -0.65422 -0.43769 0.41657
C 0.18380 0.28841 -0.25238
C 1.63368 -0.35171 -0.67663
C -1.97203 -0.36934 0.48073
*
```

Results
lowest unoccupied orbital energy (spin up / spin down)	4.2 / 4.2	eV
energy above the lowest of the compared OMol25 structures with the same formula, charge and spin	48.8	kJ/mol
energy	-11966.9266	eV
HOMO energy (spin up / spin down)	-2.565 / -2.563	eV